Record 1
A single C2H5Cl3OSi molecule. Source: the Open Molecules 2025 dataset; level of theory: ωB97M-V/def2-TZVPD.

```
12
C2H5Cl3OSi | the Open Molecules 2025 dataset | ωB97M-V/def2-TZVPD
C 0.59 -1.21 0.83
C -0.11 0.08 0.49
O 0.88 1.16 0.77
Si -0.69 0.49 -1.27
Cl -0.82 2.53 -1.27
Cl 0.67 -0.15 -2.56
Cl -2.54 -0.51 -1.40
H 1.56 -0.91 1.18
H 0.76 -1.81 0.00
H 0.16 -1.86 1.55
H -0.91 0.22 1.22
H 0.45 1.96 0.47
```

Output
Kohn-Sham gap = 10.5 eV
spin multiplicity = 1
molar mass = 179.51 Da
structure (SMILES) = C[C@@H](O)[Si](Cl)(Cl)Cl
HOMO = -10.144 eV
calculated total energy = -49651.418 eV
largest force on an atom = 2.46 eV Å⁻¹
relative energy (zero: lowest compared OMol25 entry of this formula, charge and spin) = 139.7 kJ/mol

Need the Löwdin charges? In units of e they are: -0.085 -0.524 -0.153 -0.570 0.387 0.408 0.270 0.082 0.034 0.077 0.105 -0.032

Record 2
A single C2H5ClFN3 molecule. Source: the Open Molecules 2025 dataset; level of theory: ωB97M-V/def2-TZVPD.

```
12
C2H5ClFN3 | the Open Molecules 2025 dataset | ωB97M-V/def2-TZVPD
H -0.61 1.32 1.66
N 0.09 1.26 0.90
C -0.08 0.16 0.32
N 0.64 -0.17 -0.86
N 1.28 0.84 -1.59
C -0.92 -1.03 0.77
F -1.34 -1.70 -0.38
Cl -2.33 -0.43 1.58
H 0.36 -1.02 -1.33
H 2.31 0.75 -1.41
H 1.00 1.74 -1.13
H -0.41 -1.73 1.46
```

Output
Kohn-Sham gap = 9.6 eV
spin multiplicity = 1
molar mass = 125.53 Da
structure (SMILES) = [H]/N=C(/NN)[C@H](F)Cl
HOMO = -8.862 eV
calculated total energy = -21864.143 eV
largest force on an atom = 3.38 eV Å⁻¹
relative energy (zero: lowest compared OMol25 entry of this formula, charge and spin) = 15.9 kJ/mol

Need the Löwdin charges? In units of e they are: 0.022 0.114 -0.471 -0.079 0.000 -0.666 -0.060 0.721 0.119 0.094 0.079 0.126

Record 3
2 unconnected molecules or ions with the total composition C2H5ClIN3O. Source: the Open Molecules 2025 dataset; level of theory: ωB97M-V/def2-TZVPD.

```
13
C2H5ClIN3O | the Open Molecules 2025 dataset | ωB97M-V/def2-TZVPD
C -1.20 1.11 1.97
C -0.88 0.25 -0.28
N -0.45 1.27 3.04
N -0.67 -0.27 -1.35
N -0.66 0.71 0.82
O 1.72 -1.27 -2.18
Cl -2.83 1.52 2.07
I 2.21 -2.78 -3.28
H 0.44 0.85 3.19
H -0.74 1.98 3.68
H -1.25 -0.37 -2.18
H 0.96 -1.34 -1.63
H 3.34 -1.67 -3.88
```

Output
Kohn-Sham gap (alpha / beta) = 8.3 / 6.9 eV
spin multiplicity = 3
net charge = +2
molar mass = 249.44 Da
HOMO (alpha / beta) = -16.278 / -18.537 eV
calculated total energy = -29272.779 eV
largest force on an atom = 3.35 eV Å⁻¹

Need the Löwdin charges? In units of e they are: -0.719 -0.147 0.214 0.227 0.178 -0.546 0.917 1.556 0.148 0.140 0.135 -0.064 -0.039

Please write out number 3 again, unchanged.
2 unconnected molecules or ions with the total composition C2H5ClIN3O. Source: the Open Molecules 2025 dataset; level of theory: ωB97M-V/def2-TZVPD.

```
13
C2H5ClIN3O | the Open Molecules 2025 dataset | ωB97M-V/def2-TZVPD
C -1.20 1.11 1.97
C -0.88 0.25 -0.28
N -0.45 1.27 3.04
N -0.67 -0.27 -1.35
N -0.66 0.71 0.82
O 1.72 -1.27 -2.18
Cl -2.83 1.52 2.07
I 2.21 -2.78 -3.28
H 0.44 0.85 3.19
H -0.74 1.98 3.68
H -1.25 -0.37 -2.18
H 0.96 -1.34 -1.63
H 3.34 -1.67 -3.88
```

Output
Kohn-Sham gap (alpha / beta) = 8.3 / 6.9 eV
spin multiplicity = 3
net charge = +2
molar mass = 249.44 Da
HOMO (alpha / beta) = -16.278 / -18.537 eV
calculated total energy = -29272.779 eV
largest force on an atom = 3.35 eV Å⁻¹

Need the Löwdin charges? In units of e they are: -0.719 -0.147 0.214 0.227 0.178 -0.546 0.917 1.556 0.148 0.140 0.135 -0.064 -0.039

Question: Number 1 is which compound?
Answer: C2H5Cl3OSi

Question: What is the calculated total energy in the second record?
Answer: -21864.143 eV